{
  "formula": "C9H14O",
  "method": "ωB97M-V/def2-TZVPD",
  "lumo_energy_ev": 0.83,
  "fmax_ev_per_a": 1.911,
  "spin_multiplicity": 1,
  "smiles": "Cc1ccc(O)cc1.CC",
  "de_lowest_kj_mol": 36.8,
  "total_energy_ev": -11607.25483,
  "molar_mass_g_mol": 138.210,
  "elements": ["C", "C", "H", "H", "H", "H", "H", "H", "C", "C", "C", "C", "C", "C", "C", "O", "H", "H", "H", "H", "H", "H", "H", "H"],
  "xyz": [[-1.059, -2.136, -2.676], [0.237, -2.946, -2.587], [-0.846, -1.076, -2.764], [-1.678, -2.440, -3.529], [-1.691, -2.306, -1.804], [0.734, -2.712, -1.647], [0.030, -4.017, -2.632], [0.949, -2.633, -3.354], [1.980, 0.596, 2.918], [0.307, 1.720, -0.315], [-1.040, 1.745, 0.071], [1.245, 1.519, 0.680], [0.926, 1.090, 1.977], [-1.375, 1.541, 1.395], [-0.414, 1.143, 2.317], [-1.949, 1.939, -0.929], [0.582, 2.063, -1.301], [2.267, 1.338, 0.352], [-2.417, 1.690, 1.659], [-2.811, 1.560, -0.712], [2.328, 1.350, 3.623], [2.855, 0.233, 2.379], [-0.733, 0.929, 3.328], [1.575, -0.191, 3.551]]
}

---

{
  "formula": "C9H14O",
  "method": "ωB97M-V/def2-TZVPD",
  "lumo_energy_ev": 0.84,
  "fmax_ev_per_a": 1.382,
  "spin_multiplicity": 1,
  "smiles": "Cc1ccc(O)cc1.CC",
  "de_lowest_kj_mol": 47.3,
  "total_energy_ev": -11607.14696,
  "molar_mass_g_mol": 138.210,
  "elements": ["C", "C", "C", "C", "C", "C", "C", "O", "H", "H", "H", "H", "H", "H", "H", "H", "C", "C", "H", "H", "H", "H", "H", "H"],
  "xyz": [[0.031, -2.795, 0.069], [1.209, 0.187, 2.093], [1.203, -1.011, 1.403], [0.066, 0.968, 2.142], [0.035, -1.507, 0.845], [-1.105, 0.459, 1.605], [-1.131, -0.756, 0.941], [0.075, 2.268, 2.563], [2.091, 0.541, 2.609], [2.139, -1.547, 1.344], [0.982, 2.600, 2.552], [-1.887, 1.197, 1.438], [-0.414, -3.607, 0.662], [-0.645, -2.710, -0.786], [-2.026, -1.095, 0.430], [1.033, -3.158, -0.095], [0.454, 1.380, -2.801], [-0.931, 1.148, -2.140], [0.706, 2.405, -3.058], [1.244, 1.004, -2.150], [0.518, 0.817, -3.734], [-0.764, 0.373, -1.409], [-1.612, 0.805, -2.916], [-1.271, 2.034, -1.608]]
}

---

{
  "formula": "C9H14O",
  "method": "ωB97M-V/def2-TZVPD",
  "lumo_energy_ev": 0.87,
  "fmax_ev_per_a": 1.520,
  "spin_multiplicity": 1,
  "smiles": "Cc1ccc(O)cc1.CC",
  "de_lowest_kj_mol": 52.8,
  "total_energy_ev": -11607.08932,
  "molar_mass_g_mol": 138.210,
  "elements": ["C", "C", "H", "H", "H", "H", "H", "H", "C", "C", "C", "C", "C", "C", "C", "O", "H", "H", "H", "H", "H", "H", "H", "H"],
  "xyz": [[-0.559, 0.374, -1.801], [-1.214, 0.176, -3.178], [-1.063, 1.105, -1.176], [-0.608, -0.543, -1.230], [0.492, 0.586, -1.988], [-1.731, -0.785, -3.247], [-0.481, 0.170, -3.980], [-1.896, 1.000, -3.388], [-0.314, 2.099, 1.898], [1.828, -0.740, 0.615], [1.435, 0.491, 1.140], [0.922, -1.783, 0.752], [0.159, 0.698, 1.631], [-0.297, -1.652, 1.389], [-0.660, -0.399, 1.872], [1.111, -2.984, 0.120], [2.699, -0.760, -0.030], [2.077, 1.357, 1.060], [1.996, -3.173, -0.230], [-0.991, -2.485, 1.396], [-1.345, 2.190, 2.177], [-0.242, 2.753, 1.034], [-1.565, -0.253, 2.454], [0.246, 2.556, 2.710]]
}

---

{
  "formula": "C9H14O",
  "method": "ωB97M-V/def2-TZVPD",
  "lumo_energy_ev": 0.84,
  "fmax_ev_per_a": 3.301,
  "spin_multiplicity": 1,
  "smiles": "Cc1ccccc1.CCO",
  "de_lowest_kj_mol": 162.9,
  "total_energy_ev": -11605.94842,
  "molar_mass_g_mol": 138.210,
  "elements": ["C", "C", "O", "H", "H", "H", "H", "H", "H", "C", "C", "C", "C", "C", "C", "C", "H", "H", "H", "H", "H", "H", "H", "H"],
  "xyz": [[0.674, 0.579, -2.599], [-0.576, 0.704, -3.447], [1.135, -0.785, -2.530], [1.643, 0.950, -3.059], [0.606, 0.951, -1.563], [-0.929, 1.723, -3.588], [0.501, -1.262, -1.983], [-1.367, 0.317, -2.751], [-0.768, -0.006, -4.230], [-1.904, -0.807, 0.706], [1.762, 0.459, 2.459], [1.570, -0.793, 1.987], [0.612, 1.235, 2.697], [0.396, -1.317, 1.438], [-0.614, 0.762, 2.237], [-0.654, -0.399, 1.420], [2.784, 0.787, 2.718], [2.351, -1.540, 2.156], [0.536, 2.314, 2.956], [0.449, -2.333, 1.076], [-1.538, 1.322, 2.268], [-1.551, -1.500, -0.084], [-2.524, 0.036, 0.346], [-2.597, -1.398, 1.369]]
}

---

{
  "formula": "C9H14O",
  "method": "ωB97M-V/def2-TZVPD",
  "lumo_energy_ev": 0.84,
  "fmax_ev_per_a": 2.265,
  "spin_multiplicity": 1,
  "smiles": "Cc1ccc(O)cc1.CC",
  "de_lowest_kj_mol": 78.3,
  "total_energy_ev": -11606.82566,
  "molar_mass_g_mol": 138.210,
  "elements": ["C", "C", "C", "C", "C", "C", "C", "O", "H", "H", "H", "H", "H", "H", "H", "H", "C", "C", "H", "H", "H", "H", "H", "H"],
  "xyz": [[2.703, -1.063, -0.196], [-1.001, -1.405, 0.705], [-1.524, -1.072, -0.546], [0.396, -1.274, 0.812], [1.206, -0.959, -0.260], [-0.736, -0.930, -1.710], [0.619, -0.794, -1.531], [-2.879, -0.930, -0.614], [-1.746, -1.668, 1.438], [0.796, -1.299, 1.821], [-1.280, -0.954, -2.645], [-3.204, -0.978, -1.520], [2.995, -1.782, 0.569], [3.153, -0.074, -0.105], [1.290, -0.603, -2.356], [3.099, -1.527, -1.100], [-0.336, 3.417, 1.319], [1.159, 3.354, 1.432], [-0.906, 2.699, 1.905], [-0.755, 4.381, 1.635], [-0.668, 3.398, 0.279], [1.705, 4.253, 1.729], [1.647, 3.043, 0.504], [1.562, 2.644, 2.164]]
}

---

{
  "formula": "C9H14O",
  "method": "ωB97M-V/def2-TZVPD",
  "lumo_energy_ev": 0.85,
  "fmax_ev_per_a": 5.985,
  "spin_multiplicity": 1,
  "smiles": "Cc1ccc(O)cc1.CC",
  "de_lowest_kj_mol": 206.8,
  "total_energy_ev": -11605.49327,
  "molar_mass_g_mol": 138.210,
  "elements": ["C", "C", "C", "C", "C", "C", "C", "O", "H", "H", "H", "H", "H", "H", "H", "H", "C", "C", "H", "H", "H", "H", "H", "H"],
  "xyz": [[-0.673, 2.836, 1.369], [-0.781, -0.930, 1.097], [-1.788, -1.013, 0.151], [-0.228, 0.307, 1.357], [-0.911, 1.456, 0.946], [-2.408, 0.113, -0.465], [-1.849, 1.362, -0.169], [-2.260, -2.291, 0.216], [-0.249, -1.777, 1.465], [0.729, 0.473, 1.980], [-3.174, 0.102, -1.149], [-3.060, -2.429, -0.316], [-0.731, 3.528, 0.511], [0.222, 3.151, 1.795], [-2.190, 2.262, -0.523], [-1.450, 3.142, 2.132], [2.047, -1.634, -1.738], [3.219, -0.973, -0.921], [2.043, -2.640, -1.721], [1.014, -1.300, -1.262], [1.955, -1.086, -2.700], [4.010, -1.672, -0.583], [2.817, -0.690, 0.090], [3.698, -0.297, -1.562]]
}